(1)
ORCA calculation (wB97M-V/def2-TZVPD) on a 17-piece molecular cluster, C20H74N4O17 overall.

Bonds (Å) are listed after each position.
Element x y z (Å)
1 C 1.029 -0.245 -0.290  C2 1.506, H4 1.078, H5 1.070, H6 1.088
2 C -0.395 -0.143 0.191  C1 1.506, O3 1.394, H7 1.075, H8 1.112
3 O -1.210 0.080 -0.918  C2 1.394, H9 0.912
4 H 1.373 0.611 -0.847  C1 1.078
5 H 1.154 -1.144 -0.857  C1 1.070
6 H 1.659 -0.219 0.597  C1 1.088
7 H -0.461 0.644 0.921  C2 1.075
8 H -0.596 -1.121 0.681  C2 1.112
9 H -2.049 -0.133 -0.632  O3 0.912
10 C 4.330 2.164 -1.604  C11 1.556, H13 1.090, H14 1.072, H15 1.067
11 C 4.123 3.671 -1.930  C10 1.556, O12 1.369, H16 1.078, H17 1.076
12 O 3.986 4.351 -0.750  C11 1.369, H18 0.957
13 H 3.602 1.737 -0.915  C10 1.090
14 H 5.252 1.983 -1.088  C10 1.072
15 H 4.248 1.506 -2.440  C10 1.067
16 H 3.308 3.842 -2.614  C11 1.078
17 H 4.920 3.943 -2.599  C11 1.076
18 H 3.642 5.217 -0.967  O12 0.957
19 C 1.265 1.973 2.787  C20 1.460, H22 1.135, H23 1.084, H24 1.102
20 C 2.098 2.397 3.908  C19 1.460, O21 1.449, H25 1.082, H26 1.055
21 O 2.788 3.601 3.491  C20 1.449, H27 0.965
22 H 0.686 1.056 3.123  C19 1.135
23 H 1.891 1.680 1.952  C19 1.084
24 H 0.628 2.796 2.424  C19 1.102
25 H 2.811 1.636 4.198  C20 1.082
26 H 1.454 2.527 4.733  C20 1.055
27 H 3.354 3.401 2.735  O21 0.965
28 C -2.938 3.985 2.389  O29 1.371, N30 1.306, N31 1.273
29 O -3.659 3.692 3.518  C28 1.371
30 N -3.044 5.103 1.722  C28 1.306, H32 1.048, H33 1.057
31 N -2.050 3.193 1.936  C28 1.273, H34 1.025, H35 1.039
32 H -3.717 5.813 2.098  N30 1.048
33 H -2.390 5.544 1.018  N30 1.057
34 H -1.879 2.361 2.510  N31 1.025
35 H -1.487 3.343 1.076  N31 1.039
36 C -4.243 1.407 -0.597  O37 1.395, N38 1.294, N39 1.332
37 O -3.745 0.129 -0.340  C36 1.395
38 N -4.033 2.437 0.158  C36 1.294, H40 1.049, H41 1.025
39 N -5.041 1.680 -1.628  C36 1.332, H42 1.031, H43 1.026
40 H -3.237 2.462 0.840  N38 1.049
41 H -4.535 3.326 0.067  N38 1.025
42 H -5.191 0.970 -2.360  N39 1.031
43 H -5.372 2.629 -1.834  N39 1.026
44 C 2.135 -4.671 1.424  O45 1.431, H46 1.094, H47 1.093, H48 1.041
45 O 1.916 -3.610 0.489  C44 1.431, H49 0.969
46 H 3.127 -5.106 1.270  C44 1.094
47 H 1.510 -5.530 1.165  C44 1.093
48 H 2.107 -4.432 2.437  C44 1.041
49 H 2.019 -4.022 -0.382  O45 0.969
50 C 1.164 -1.597 3.338  O51 1.422, H52 1.136, H53 1.097, H54 1.044
51 O 2.223 -1.576 2.389  C50 1.422, H55 0.990
52 H 1.371 -0.790 4.111  C50 1.136
53 H 1.035 -2.609 3.741  C50 1.097
54 H 0.256 -1.331 2.896  C50 1.044
55 H 2.102 -2.308 1.733  O51 0.990
56 C 1.022 3.476 -0.623  O57 1.415, H58 1.090, H59 1.105, H60 1.095
57 O -0.335 3.148 -0.391  C56 1.415, H61 0.930
58 H 1.439 2.877 -1.433  C56 1.090
59 H 1.683 3.392 0.259  C56 1.105
60 H 1.077 4.481 -1.053  C56 1.095
61 H -0.544 2.637 -1.140  O57 0.930
62 C -2.525 -2.782 -1.332  O63 1.419, H64 1.054, H65 1.087, H66 1.068
63 O -3.928 -2.985 -1.402  C62 1.419, H67 0.963
64 H -2.293 -2.404 -0.376  C62 1.054
65 H -2.243 -1.994 -2.026  C62 1.087
66 H -2.010 -3.704 -1.489  C62 1.068
67 H -4.088 -3.872 -1.062  O63 0.963
68 C -2.967 0.492 2.903  O69 1.415, H70 1.064, H71 1.104, H72 1.051
69 O -2.021 1.182 3.698  C68 1.415, H73 0.954
70 H -3.497 -0.300 3.377  C68 1.064
71 H -2.331 -0.055 2.185  C68 1.104
72 H -3.649 1.158 2.460  C68 1.051
73 H -2.326 1.101 4.598  O69 0.954
74 C -4.106 -2.424 1.783  O75 1.399, H76 1.086, H77 1.076, H78 1.095
75 O -4.995 -1.389 1.475  C74 1.399, H79 0.932
76 H -4.260 -3.321 1.191  C74 1.086
77 H -4.393 -2.777 2.758  C74 1.076
78 H -3.061 -2.096 1.774  C74 1.095
79 H -4.700 -0.908 0.733  O75 0.932
80 C 0.242 -2.812 -3.114  O81 1.400, H82 1.122, H83 1.092, H84 1.109
81 O -0.880 -3.180 -3.866  C80 1.400, H85 0.954
82 H 0.493 -1.731 -3.278  C80 1.122
83 H 1.101 -3.365 -3.500  C80 1.092
84 H 0.149 -2.971 -2.020  C80 1.109
85 H -1.205 -4.026 -3.569  O81 0.954
86 C -2.047 -0.225 -4.302  O87 1.454, H88 1.104, H89 1.102, H90 1.086
87 O -2.980 -1.339 -4.356  C86 1.454, H91 0.939
88 H -1.014 -0.613 -4.281  C86 1.104
89 H -2.344 0.489 -3.517  C86 1.102
90 H -2.105 0.382 -5.201  C86 1.086
91 H -2.555 -2.035 -3.890  O87 0.939
92 C 0.593 1.572 -3.527  O93 1.430, H94 1.105, H95 1.105, H96 1.029
93 O 1.907 2.119 -3.669  C92 1.430, H97 0.992
94 H 0.664 0.630 -2.953  C92 1.105
95 H 0.320 1.204 -4.533  C92 1.105
96 H -0.103 2.166 -3.056  C92 1.029
97 H 2.459 1.443 -4.140  O93 0.992
98 C 3.505 -1.506 -2.376  O99 1.393, H100 1.077, H101 1.105, H102 1.063
99 O 4.857 -1.176 -2.434  C98 1.393, H103 0.957
100 H 3.250 -1.746 -1.358  C98 1.077
101 H 3.314 -2.393 -3.006  C98 1.105
102 H 2.848 -0.831 -2.868  C98 1.063
103 H 5.284 -1.785 -1.832  O99 0.957
104 C 4.844 -0.608 0.801  O105 1.380, H106 1.081, H107 1.081, H108 1.058
105 O 4.330 0.248 1.754  C104 1.380, H109 0.955
106 H 5.674 -1.182 1.188  C104 1.081
107 H 5.321 0.002 0.047  C104 1.081
108 H 4.097 -1.297 0.505  C104 1.058
109 H 3.608 -0.182 2.208  O105 0.955
110 C -1.601 -4.660 1.450  O111 1.412, H112 1.098, H113 1.114, H114 1.075
111 O -0.964 -3.428 1.713  C110 1.412, H115 0.946
112 H -0.845 -5.453 1.383  C110 1.098
113 H -2.108 -4.584 0.461  C110 1.114
114 H -2.356 -4.798 2.203  C110 1.075
115 H -0.036 -3.530 1.563  O111 0.946

Output
electronic energy: -2304.19939 a.u.
net charge: 0
strongest force on any atom: 8.17 eV/A
LUMO: -0.244 eV
highest occupied orbital energy: -9.039 eV
relative energy (zero: lowest compared OMol25 entry of this formula, charge and spin): 0.0 kcal/mol
frontier orbital gap: 8.796 eV
spin multiplicity: 1

=====

(2)
ORCA calculation (wB97M-V/def2-TZVPD) on a 16-piece molecular cluster, C20H77N5O16 overall.

Bonds (Å) are listed after each position.
Element x y z (Å)
1 O -5.291 0.141 -3.123  H2 0.957, H3 0.957
2 H -4.496 0.151 -2.589  O1 0.957
3 H -5.046 -0.350 -3.908  O1 0.957
4 O -3.425 -8.997 -0.026  H5 0.957, H6 0.957
5 H -3.161 -9.901 0.140  O4 0.957
6 H -2.748 -8.652 -0.608  O4 0.957
7 O 4.135 1.911 -1.178  H8 0.957, H9 0.957
8 H 4.830 2.132 -0.558  O7 0.957
9 H 3.323 2.087 -0.702  O7 0.957
10 O 1.258 2.109 -4.849  H11 0.957, H12 0.957
11 H 2.059 1.932 -4.356  O10 0.957
12 H 0.878 2.877 -4.422  O10 0.957
13 O -0.735 5.419 -1.374  H14 0.957, H15 0.957
14 H -1.345 5.746 -2.035  O13 0.957
15 H -0.586 6.166 -0.795  O13 0.957
16 O -6.145 2.479 2.812  H17 0.957, H18 0.957
17 H -5.333 2.581 2.316  O16 0.957
18 H -6.764 2.107 2.184  O16 0.957
19 O -2.716 -3.692 -4.622  H20 0.957, H21 0.957
20 H -2.524 -3.285 -5.467  O19 0.957
21 H -2.065 -3.324 -4.025  O19 0.957
22 O 3.477 -2.634 -1.095  H23 0.957, H24 0.957
23 H 3.752 -1.736 -1.281  O22 0.957
24 H 4.085 -2.937 -0.420  O22 0.957
25 O -9.058 -0.447 0.064  H26 0.957, H27 0.957
26 H -9.323 -1.350 0.241  O25 0.957
27 H -8.387 -0.523 -0.614  O25 0.957
28 O 0.330 -7.127 -2.846  H29 0.957, H30 0.957
29 H -0.006 -6.749 -3.659  O28 0.957
30 H 1.005 -6.513 -2.556  O28 0.957
31 O 6.467 6.196 4.688  H32 0.957, H33 0.957
32 H 7.300 6.574 4.971  O31 0.957
33 H 6.633 5.254 4.647  O31 0.957
34 C 6.209 -1.231 -6.929  C35 1.564, H40 1.090, H41 1.090, H42 1.090
35 C 5.766 -2.731 -6.894  C34 1.564, C36 1.515, N39 1.421, H43 1.090
36 C 6.763 -3.755 -6.390  C35 1.515, O37 1.389, H44 1.090, H45 1.090
37 O 8.027 -3.661 -6.958  C36 1.389, C38 1.363
38 C 8.177 -4.390 -8.101  O37 1.363, H46 1.090, H47 1.090, H48 1.090
39 N 4.480 -2.924 -6.321  C35 1.421, H49 1.010, H50 1.010
40 H 7.155 -1.337 -7.461  C34 1.090
41 H 6.466 -0.893 -5.925  C34 1.090
42 H 5.613 -0.533 -7.517  C34 1.090
43 H 5.669 -2.926 -7.962  C35 1.090
44 H 6.489 -4.805 -6.488  C36 1.090
45 H 6.853 -3.521 -5.329  C36 1.090
46 H 8.071 -5.475 -8.093  C38 1.090
47 H 9.163 -4.372 -8.566  C38 1.090
48 H 7.469 -4.038 -8.851  C38 1.090
49 H 4.547 -3.100 -5.329  N39 1.010
50 H 3.972 -2.051 -6.306  N39 1.010
51 C -3.822 8.947 2.872  C52 1.559, H57 1.090, H58 1.090, H59 1.090
52 C -2.331 8.676 3.239  C51 1.559, C53 1.568, N56 1.457, H60 1.090
53 C -1.281 9.710 2.705  C52 1.568, O54 1.458, H61 1.090, H62 1.090
54 O -1.398 9.559 1.260  C53 1.458, C55 1.394
55 C -0.725 10.577 0.586  O54 1.394, H63 1.090, H64 1.090, H65 1.090
56 N -2.397 8.805 4.688  C52 1.457, H66 1.010, H67 1.010
57 H -4.512 8.401 3.515  C51 1.090
58 H -4.059 8.707 1.836  C51 1.090
59 H -4.050 10.003 3.019  C51 1.090
60 H -2.160 7.639 2.951  C52 1.090
61 H -0.310 9.376 3.072  C53 1.090
62 H -1.240 10.754 3.018  C53 1.090
63 H -0.952 11.593 0.910  C55 1.090
64 H -1.051 10.497 -0.451  C55 1.090
65 H 0.338 10.388 0.736  C55 1.090
66 H -1.573 8.320 5.014  N56 1.010
67 H -2.169 9.786 4.762  N56 1.010
68 C 5.141 0.427 8.874  C69 1.542, H74 1.090, H75 1.090, H76 1.090
69 C 6.483 1.030 8.413  C68 1.542, C70 1.527, N73 1.445, H77 1.090
70 C 7.604 0.431 9.259  C69 1.527, O71 1.407, H78 1.090, H79 1.090
71 O 7.592 -0.975 9.248  C70 1.407, C72 1.443
72 C 8.206 -1.491 10.447  O71 1.443, H80 1.090, H81 1.090, H82 1.090
73 N 6.532 0.564 7.047  C69 1.445, H83 1.010, H84 1.010
74 H 4.699 -0.100 8.029  C68 1.090
75 H 4.381 1.160 9.145  C68 1.090
76 H 5.265 -0.238 9.729  C68 1.090
77 H 6.519 2.120 8.416  C69 1.090
78 H 7.594 0.861 10.260  C70 1.090
79 H 8.606 0.761 8.982  C70 1.090
80 H 7.658 -1.227 11.351  C72 1.090
81 H 9.170 -1.047 10.695  C72 1.090
82 H 8.370 -2.569 10.427  C72 1.090
83 H 5.573 0.681 6.755  N73 1.010
84 H 6.678 -0.418 7.233  N73 1.010
85 C -8.077 -5.498 -2.698  C86 1.578, H91 1.090, H92 1.090, H93 1.090
86 C -9.070 -5.195 -3.886  C85 1.578, C87 1.509, N90 1.517, H94 1.090
87 C -8.770 -5.973 -5.145  C86 1.509, O88 1.416, H95 1.090, H96 1.090
88 O -9.681 -5.690 -6.192  C87 1.416, C89 1.392
89 C -9.415 -6.326 -7.401  O88 1.392, H97 1.090, H98 1.090, H99 1.090
90 N -10.476 -5.399 -3.356  C86 1.517, H100 1.010, H101 1.010
91 H -8.102 -6.575 -2.534  C85 1.090
92 H -8.338 -5.023 -1.752  C85 1.090
93 H -7.111 -5.017 -2.849  C85 1.090
94 H -8.998 -4.137 -4.137  C86 1.090
95 H -8.775 -7.054 -5.005  C87 1.090
96 H -7.737 -5.708 -5.373  C87 1.090
97 H -9.441 -7.415 -7.347  C89 1.090
98 H -8.436 -6.112 -7.830  C89 1.090
99 H -10.064 -5.964 -8.198  C89 1.090
100 H -10.480 -6.093 -2.623  N90 1.010
101 H -11.021 -5.846 -4.079  N90 1.010
102 C -1.893 -1.705 1.884  C103 1.542, H108 1.090, H109 1.090, H110 1.090
103 C -1.160 -0.349 1.837  C102 1.542, C104 1.559, N107 1.376, H111 1.090
104 C 0.147 -0.241 2.681  C103 1.559, O105 1.406, H112 1.090, H113 1.090
105 O 0.891 0.932 2.465  C104 1.406, C106 1.406
106 C 0.505 2.166 3.018  O105 1.406, H114 1.090, H115 1.090, H116 1.090
107 N -1.024 0.014 0.516  C103 1.376, H117 1.010, H118 1.010
108 H -2.965 -1.546 1.774  C102 1.090
109 H -1.807 -2.257 2.820  C102 1.090
110 H -1.422 -2.445 1.237  C102 1.090
111 H -1.951 0.313 2.189  C103 1.090
112 H 0.867 -1.028 2.457  C104 1.090
113 H -0.049 -0.157 3.750  C104 1.090
114 H -0.584 2.174 3.052  C106 1.090
115 H 0.999 3.002 2.522  C106 1.090
116 H 0.731 2.151 4.084  C106 1.090
117 H -0.354 -0.534 -0.004  N107 1.010
118 H -0.582 0.922 0.543  N107 1.010

Output
electronic energy: -2285.52711 a.u.
net charge: 0
strongest force on any atom: 3.30 eV/A
LUMO: -0.094 eV
highest occupied orbital energy: -9.173 eV
relative energy (zero: lowest compared OMol25 entry of this formula, charge and spin): 123.9 kcal/mol
frontier orbital gap: 9.079 eV
spin multiplicity: 1

=====

Among the records above, which one has the highest electronic energy?
C20H77N5O16

=====

The lowest relative energy (zero: lowest compared OMol25 entry of this formula, charge and spin) belongs to which entry?
C20H74N4O17

=====

The highest frontier orbital gap belongs to which entry?
C20H77N5O16

=====

Number 1 is which compound?
C20H74N4O17